[1]
{
  "formula": "C51H52KN8OS3Si2",
  "method": "ωB97M-V/def2-TZVPD",
  "elements": ["K", "N", "S", "N", "S", "N", "S", "N", "C", "C", "C", "C", "C", "C", "C", "C", "C", "C", "C", "C", "C", "C", "C", "C", "C", "C", "C", "C", "C", "C", "C", "C", "C", "C", "C", "C", "C", "C", "C", "C", "C", "C", "C", "C", "H", "H", "H", "H", "H", "H", "H", "H", "H", "H", "H", "H", "H", "H", "H", "H", "H", "H", "H", "H", "H", "H", "H", "H", "H", "H", "H", "H", "H", "H", "C", "Si", "C", "C", "C", "C", "C", "C", "C", "C", "N", "Si", "C", "C", "C", "H", "H", "H", "H", "H", "H", "H", "H", "H", "H", "H", "H", "H", "H", "H", "H", "H", "H", "H", "H", "H", "H", "O", "N", "C", "C", "N", "C", "N"],
  "xyz": [[1.851218, 0.157656, -0.025487], [1.510146, 2.574572, -0.516052], [0.549048, 2.873874, 0.513654], [-0.279019, 1.534589, 1.053564], [-1.155941, 0.991626, 2.200571], [-1.230043, -0.538859, 2.257885], [-0.998321, -1.567617, 0.939997], [0.157867, -1.436949, 0.098138], [-1.156428, -3.107982, 1.857624], [-1.972680, -3.237449, 2.971900], [-2.032578, -4.461601, 3.619046], [-1.286592, -5.534262, 3.145196], [-0.484868, -5.394721, 2.020442], [-0.416021, -4.170852, 1.372364], [-2.622855, -1.411237, 0.143764], [-3.608987, -2.381060, 0.209831], [-4.852230, -2.120577, -0.352222], [-5.101523, -0.902755, -0.969124], [-4.094756, 0.048795, -1.060896], [-2.850785, -0.211970, -0.514888], [-2.824892, 1.616705, 2.231557], [-3.088671, 2.977221, 2.102126], [-4.395429, 3.427060, 2.112464], [-5.445328, 2.529598, 2.258989], [-5.175462, 1.172858, 2.405769], [-3.872744, 0.716607, 2.399165], [-0.494162, 1.384010, 3.806753], [-1.297750, 1.845621, 4.838733], [-0.741233, 2.015585, 6.096007], [0.595691, 1.710447, 6.314960], [1.380987, 1.222081, 5.276729], [0.836659, 1.044797, 4.020449], [-0.797456, 3.963079, -0.014204], [-1.648503, 3.436578, -0.975691], [-2.694878, 4.201168, -1.460446], [-2.877354, 5.499161, -0.997748], [-1.995629, 6.035602, -0.069927], [-0.942674, 5.272072, 0.417224], [1.201463, 3.660569, 2.012129], [0.405439, 4.176202, 3.026058], [1.000623, 4.726187, 4.148910], [2.383707, 4.749159, 4.256364], [3.175551, 4.243627, 3.234382], [2.580967, 3.696163, 2.105796], [-2.554960, -2.394022, 3.316998], [-2.671652, -4.584151, 4.484331], [-1.340891, -6.486462, 3.657697], [0.083835, -6.237256, 1.651214], [0.198860, -4.007655, 0.492940], [-3.413192, -3.330919, 0.688493], [-5.627064, -2.875488, -0.311986], [-6.079517, -0.698254, -1.386058], [-4.279620, 0.996236, -1.552019], [-2.037723, 0.500734, -0.581765], [-2.277997, 3.679702, 1.989332], [-4.592555, 4.485805, 2.005318], [-6.466747, 2.885485, 2.267279], [-5.989683, 0.470302, 2.523942], [-3.636011, -0.331493, 2.519419], [-2.341806, 2.069268, 4.663865], [-1.356589, 2.379420, 6.908555], [1.021149, 1.836533, 7.301812], [2.421440, 0.978222, 5.444361], [1.432877, 0.655014, 3.201706], [-1.469825, 2.430231, -1.336943], [-3.362293, 3.790742, -2.207078], [-3.696476, 6.098538, -1.374083], [-2.120620, 7.055337, 0.271550], [-0.247806, 5.693028, 1.132443], [-0.673093, 4.159609, 2.948418], [0.380588, 5.128937, 4.940273], [2.848552, 5.158875, 5.144262], [4.251813, 4.256025, 3.317842], [3.165976, 3.299840, 1.283034], [-1.053200, -2.717721, -3.278991], [0.421925, -3.586350, -4.103666], [-0.261618, -4.054937, -5.835582], [0.715366, -5.259002, -3.249630], [1.892251, -2.508431, -4.112413], [1.611850, -1.128866, -4.486470], [1.151944, -0.819744, -5.792919], [0.957643, 0.489578, -6.175101], [1.155328, 1.507415, -5.245223], [1.556743, 1.138024, -3.971818], [1.801997, -0.116494, -3.596447], [3.554841, -2.844618, -3.395564], [4.616349, -1.278208, -3.493081], [3.597442, -3.585614, -1.648296], [4.482349, -4.134116, -4.472311], [-1.952786, -3.341843, -3.200414], [-1.314840, -1.822905, -3.853382], [-0.776755, -2.386740, -2.279682], [-1.059632, -4.803364, -5.763901], [0.530332, -4.465555, -6.466507], [-0.670528, -3.177341, -6.343232], [-0.238701, -5.762674, -3.063432], [1.223294, -5.125317, -2.292444], [1.324848, -5.917992, -3.872027], [1.001599, -1.628690, -6.493944], [0.654227, 0.723459, -7.191046], [1.014613, 2.549158, -5.506780], [1.688296, 1.888742, -3.194672], [4.235591, -0.524501, -2.803553], [4.580617, -0.861494, -4.502559], [5.662433, -1.471855, -3.241157], [2.981574, -2.999553, -0.964479], [4.618576, -3.595997, -1.254826], [3.231382, -4.615154, -1.657882], [4.645436, -3.761960, -5.485806], [3.918438, -5.068326, -4.543288], [5.461233, -4.362714, -4.033844], [3.785054, -0.603128, 0.597595], [4.083390, 0.286683, 1.429881], [5.300306, 0.815312, 1.375819], [6.283805, 0.434419, 0.414309], [7.076975, 0.127044, -0.361295], [5.688827, 1.763026, 2.352459], [6.058635, 2.520783, 3.140593]],
  "atomic_forces_ev_per_a": [[-0.8638, 0.6181, -1.6941], [0.0144, 0.7609, -0.0486], [0.2276, 1.0753, -0.2727], [-1.0365, 0.0381, 0.8548], [0.8413, -0.4802, -0.1304], [-0.2130, 0.1017, 0.1753], [-0.2347, -0.2961, -0.2956], [-0.9970, -1.0648, -0.0710], [-0.2268, 0.2502, 0.1794], [-0.0116, -0.0870, 0.0234], [-0.0624, 0.0395, -0.0300], [-0.0080, -0.0368, -0.0286], [-0.0578, -0.0559, 0.1320], [0.0901, 0.2108, -0.2740], [0.0416, 0.0032, 0.2686], [0.0623, -0.0502, 0.0413], [-0.0404, 0.0368, -0.0624], [-0.0407, -0.0383, 0.0275], [0.0400, 0.0224, -0.0329], [0.1678, -0.0134, -0.0095], [-0.4260, 0.3465, -0.0176], [0.3231, -0.2232, -0.0292], [-0.2079, 0.1233, 0.0280], [0.2161, -0.1447, 0.0085], [-0.2978, 0.1969, 0.0108], [0.4901, -0.1561, 0.0388], [-0.2513, -0.1488, 0.3005], [-0.0404, 0.0493, -0.2445], [0.1214, 0.0059, 0.1336], [-0.1260, -0.0121, -0.0675], [0.0925, 0.0525, 0.0829], [-0.0526, 0.0476, -0.3971], [0.0319, -0.0994, 0.2337], [0.0471, -0.2170, 0.0377], [0.0081, 0.0450, -0.0268], [0.0110, 0.0017, 0.0414], [-0.0418, 0.0177, -0.0654], [0.1214, 0.0175, 0.0653], [-0.3668, -0.0893, -0.0590], [-0.0358, 0.0300, 0.0402], [-0.1416, -0.0149, 0.0180], [0.1246, -0.0320, -0.0508], [-0.0603, 0.0169, 0.1276], [0.0434, -0.0675, -0.2419], [0.0475, 0.0034, 0.0713], [0.0338, 0.0083, 0.0221], [0.0223, -0.0116, -0.0220], [0.0314, 0.0262, -0.0233], [0.0491, -0.0643, 0.0387], [-0.0390, 0.0054, 0.0058], [0.0069, -0.0034, 0.0080], [0.0129, -0.0169, -0.0308], [0.0094, -0.0198, -0.0261], [-0.0343, 0.0307, -0.0698], [-0.0839, 0.0372, -0.0945], [0.0117, -0.0012, -0.0132], [-0.0126, -0.0027, -0.0188], [0.0258, -0.0323, -0.0051], [-0.0987, -0.0157, -0.0461], [0.0047, 0.0146, 0.0323], [-0.0010, -0.0009, -0.0023], [0.0241, 0.0214, -0.0085], [0.0053, -0.0033, -0.0213], [0.0916, -0.0075, 0.0847], [-0.0387, 0.0338, -0.0595], [0.0137, -0.0088, -0.0067], [0.0007, -0.0040, -0.0033], [0.0143, 0.0018, -0.0069], [-0.0367, 0.0271, -0.0628], [0.0509, 0.0072, 0.0637], [0.0107, -0.0157, 0.0088], [0.0066, 0.0305, -0.0205], [0.0718, -0.0496, -0.0111], [0.0315, -0.0306, 0.0456], [-0.1357, -0.1444, 0.0007], [0.6027, 0.2748, -0.4915], [-0.0528, -0.0823, 0.1922], [-0.1021, 0.1700, 0.0604], [-0.0883, -0.1063, 0.4097], [0.1455, -0.4962, 0.1574], [-0.1228, 0.4266, -0.0574], [-0.1547, -0.2203, 0.0394], [-0.0005, 0.2207, 0.0208], [0.1099, -0.1160, -0.0688], [-0.1960, 0.1272, 0.0903], [-0.5810, 0.0013, -0.6882], [0.0056, -0.2093, 0.2832], [0.2104, 0.1366, -0.0473], [0.0393, 0.0815, 0.3549], [0.0412, -0.0154, -0.0702], [0.0302, -0.0054, -0.0176], [0.0890, 0.0619, 0.1876], [-0.0355, 0.0195, -0.0106], [0.0435, -0.0016, 0.0235], [-0.0194, -0.0084, 0.0102], [-0.0024, -0.0063, -0.0241], [-0.0264, -0.0316, -0.0075], [0.0501, 0.0197, -0.0027], [0.1083, -0.0113, -0.0076], [-0.0097, -0.0028, 0.0036], [-0.0211, 0.0001, 0.0505], [0.0572, 0.0339, -0.0592], [0.0618, 0.0415, -0.0384], [-0.0611, -0.0055, -0.0084], [-0.0004, -0.0625, 0.0176], [-0.0413, 0.0123, 0.0354], [0.0001, -0.0168, 0.0276], [-0.0114, 0.0042, -0.0003], [-0.0696, 0.0605, -0.0012], [-0.0320, -0.0065, -0.0023], [0.0034, -0.0472, -0.0294], [2.6267, -0.7865, 0.8070], [-0.0436, 0.0777, 0.3789], [0.2125, -0.1436, -0.1828], [-0.0140, -0.2687, -0.2069], [0.0392, 0.0577, 0.0528], [-0.0559, 0.1662, 0.2549], [-0.1056, 0.0618, 0.0158]],
  "gap_ev": 3.46,
  "charge": -1,
  "energy_ha": -4861.0924,
  "e_above_lowest_kcal_mol": 72.8,
  "e_lumo_ev": 1.093
}

---

[2]
{
  "formula": "C10H14BF5MgN6OTe",
  "method": "ωB97M-V/def2-TZVPD",
  "elements": ["H", "N", "B", "N", "C", "Mg", "H", "C", "H", "C", "H", "C", "H", "H", "H", "N", "N", "N", "N", "C", "C", "H", "H", "C", "C", "C", "C", "H", "H", "H", "H", "H", "F", "Te", "F", "F", "F", "F", "O"],
  "xyz": [[-1.064957, -2.480702, 2.200069], [-0.585565, -1.550733, 0.357203], [-0.090025, -1.036626, -2.144323], [-0.484698, -2.026888, -0.959697], [-0.897008, -3.313227, -0.984472], [-1.878141, 0.028205, 0.958953], [-0.967444, -3.839409, -1.933881], [-1.222596, -3.721254, 0.320811], [-1.582297, -4.674136, 0.666320], [-0.977819, -2.592817, 1.122047], [-0.221467, -1.557334, -3.218515], [1.817070, 2.688469, 1.022975], [1.461706, 2.670928, 2.044040], [0.932464, 2.695741, 0.396028], [2.499436, 3.554074, 0.907006], [1.382923, -0.587161, -2.050097], [-0.917993, 0.307861, -2.032347], [1.790623, -0.028264, -0.855820], [-1.140529, 0.996453, -0.834697], [2.437919, -0.732157, -2.879610], [-1.627316, 0.878343, -3.023499], [2.338567, -1.198839, -3.843681], [-1.623439, 0.389594, -3.999958], [3.582014, -0.291564, -2.202063], [-2.317058, 1.971276, -2.508142], [3.117676, 0.057147, -0.909325], [-1.937518, 2.043587, -1.161025], [4.601689, -0.287653, -2.526607], [-3.035265, 2.587262, -3.035337], [3.716318, 0.316281, -0.031729], [-2.235681, 2.754620, -0.402801], [2.385871, 1.777026, 0.731011], [-2.701977, 0.591543, 5.295654], [-1.051849, 0.597955, 4.367905], [0.623867, 0.644761, 3.454470], [-0.822161, -1.287548, 4.491334], [-1.030605, 2.491019, 4.292567], [-0.254678, 0.700117, 6.105898], [-2.020057, 0.464052, 2.803338]],
  "atomic_forces_ev_per_a": [[-0.0065, 0.0336, -0.2076], [-0.2687, -0.8170, -0.5324], [1.0400, 0.6326, 0.3413], [-0.9512, 0.7125, 1.3269], [0.0370, 0.3355, 0.6106], [2.0910, 0.1779, -0.3473], [0.1779, 0.0854, 0.3577], [0.3752, 0.5097, -0.3764], [0.0837, -0.0943, -0.1693], [-0.1199, -0.2000, -1.1844], [-0.4493, -0.0429, 0.1092], [0.9192, -0.3182, -0.2497], [0.1974, -0.2578, 0.3396], [0.0769, 0.3907, -0.3809], [-0.6925, -0.2980, -0.1941], [0.4590, 0.4976, 1.3078], [-1.2735, -0.0581, 1.2076], [0.1719, -1.0604, -0.1633], [-0.5360, 0.0694, -1.0825], [0.8779, 0.1574, 0.7247], [0.1169, -0.3502, 0.6853], [-0.0681, 0.0989, -0.1345], [0.0059, 0.4876, 0.3436], [-0.9112, -0.5909, 0.1836], [0.0291, 0.2447, -0.1647], [-0.4569, 0.0186, -0.9329], [-0.1568, -1.0638, -0.6343], [0.1664, -0.0764, -0.2590], [0.3471, 0.0395, 0.1108], [-0.4035, 0.1913, -0.4558], [0.0454, 0.0069, -0.0280], [-0.5891, 0.7124, 0.6472], [1.1591, -0.0602, -0.2942], [-0.0554, 0.1782, -0.1895], [-1.1484, -0.0789, 1.0282], [-0.2471, 1.1621, 0.1043], [-0.0190, -1.2337, 0.3110], [-0.4963, -0.0473, -1.8480], [0.4722, -0.0947, 0.0894]],
  "gap_ev": 6.81,
  "energy_ha": -1785.6609,
  "e_lumo_ev": -1.741
}